Here is C7H6F2 in the gas phase in a non-equilibrium geometry from the Open Molecules 2025 dataset. Energies are from ωB97M-V/def2-TZVPD.

ORCA input file:
```
! RIJCOSX wB97M-V def2-TZVPD def2/J DEFGRID3
* xyz 0 1
F -1.58 -0.93 -1.03
F -2.85 -1.14 0.67
C -0.53 1.71 -0.14
C 0.89 -0.03 -0.88
C -1.93 -0.30 0.07
C 0.58 1.24 -0.81
C 1.21 -1.27 -0.42
C -1.53 0.90 0.47
C 1.89 -1.36 0.74
H -1.93 1.40 1.38
H -0.65 2.75 0.10
H 0.99 -2.15 -0.98
H 1.95 -0.36 1.30
H 2.23 -2.32 1.04
H 1.26 1.88 -1.51
*
```

Summary:
relative energy (zero: lowest compared OMol25 entry of this formula, charge and spin): 280.0 kJ/mol
lowest unoccupied orbital energy (alpha / beta): -0.0220 / -0.0061 hartree
HOMO (alpha / beta): -0.2738 / -0.2697 hartree
gap between HOMO and LUMO (alpha / beta): 6.852 / 7.172 eV
calculated total energy: -12785.6447 eV


Here is 2 unconnected molecules or ions with the total composition CI2S in a non-equilibrium geometry from the Open Molecules 2025 dataset. Energies are from ωB97M-V/def2-TZVPD.

ORCA input file:
```
! RIJCOSX wB97M-V def2-TZVPD def2/J DEFGRID3
* xyz 0 3
I -0.27 3.09 -0.78
I -2.02 4.85 -1.51
S -0.71 -2.05 0.57
C -0.97 -0.57 0.57
*
```

Summary:
expectation value of S²: 2.009
lowest unoccupied orbital energy (alpha / beta): -0.0041 / -0.1202 hartree
HOMO (alpha / beta): -0.2532 / -0.3293 hartree
gap between HOMO and LUMO (alpha / beta): 6.777 / 5.692 eV
calculated total energy: -28069.3172 eV


Here is a molecular structure, C33H28Br9N5O10 in a non-equilibrium geometry from the Open Molecules 2025 dataset. Energies are from ωB97M-V/def2-TZVPD.

ORCA input file:
```
! RIJCOSX wB97M-V def2-TZVPD def2/J DEFGRID3
* xyz 0 1
Br -18.61 -23.19 -15.55
Br 0.35 -14.67 -19.83
Br 0.90 -16.57 -22.41
Br -12.97 -18.93 -23.88
Br 1.51 -17.66 -19.45
Br -17.06 -23.63 -18.41
Br -9.79 -18.07 -24.09
Br -15.45 -24.18 -15.66
Br -12.07 -15.76 -24.01
O -22.19 -17.65 -10.06
O -8.43 -22.11 -17.15
O -12.80 -15.33 -7.22
O -12.36 -16.25 -17.16
O -6.19 -9.31 -8.44
O -12.21 -16.61 -15.06
O -9.70 -22.38 -18.83
O -23.88 -16.49 -10.71
O -13.28 -17.35 -6.63
O -5.15 -9.32 -10.30
N -8.64 -22.55 -18.27
N -22.70 -16.59 -10.40
N -11.73 -16.36 -16.11
N -13.61 -16.23 -6.80
N -5.95 -8.79 -9.48
C -6.44 -5.26 -10.92
C -17.60 -15.08 -5.27
C -6.25 -23.25 -18.51
C -15.02 -15.84 -6.37
C -15.24 -14.63 -5.82
C -5.50 -24.23 -20.60
C -6.40 -7.32 -9.66
C -20.26 -13.25 -10.99
C -22.39 -14.16 -10.55
C -6.99 -4.59 -9.83
C -16.05 -16.76 -6.25
C -8.17 -15.26 -15.20
C -21.84 -15.44 -10.53
C -6.76 -24.09 -21.15
C -9.49 -15.60 -15.10
C -6.97 -6.65 -8.59
C -6.02 -6.56 -10.77
C -19.73 -14.46 -11.00
C -16.83 -23.09 -16.54
C -7.54 -15.22 -16.47
C -9.62 -16.00 -17.43
C -7.74 -23.41 -20.47
C -5.28 -23.85 -19.31
C -17.32 -16.41 -5.84
C -7.54 -23.11 -19.08
C -10.25 -16.02 -16.21
C -11.66 -17.64 -24.54
C -21.61 -13.01 -10.78
C -20.49 -15.62 -10.89
C -7.27 -5.22 -8.70
C -8.26 -15.65 -17.59
C 1.60 -16.01 -20.65
C -16.48 -14.18 -5.24
H -18.51 -14.77 -4.79
H 2.63 -15.67 -20.63
H -7.78 -4.82 -7.84
H -18.66 -14.43 -11.10
H -6.28 -4.76 -11.86
H -7.23 -3.54 -9.83
H -7.82 -15.73 -18.57
H -7.20 -7.24 -7.71
H -5.68 -7.14 -11.61
H -5.98 -23.15 -17.47
H -16.39 -22.09 -16.47
H -18.16 -17.01 -6.15
H -11.82 -17.78 -25.61
H -19.56 -12.44 -11.13
H -10.16 -16.40 -18.27
H -15.88 -17.76 -6.62
H -9.91 -15.70 -14.11
H -16.72 -13.22 -4.80
H -8.64 -23.09 -20.97
H -14.43 -13.92 -5.75
H -6.89 -24.40 -22.18
H -4.28 -24.11 -18.98
H -19.89 -16.52 -10.85
H -4.83 -24.93 -21.07
H -6.51 -14.91 -16.55
H -7.55 -14.84 -14.42
H -22.09 -12.06 -10.97
H -23.46 -13.98 -10.54
*
```

Summary:
relative energy (zero: lowest compared OMol25 entry of this formula, charge and spin): 477.9 kJ/mol
lowest unoccupied orbital energy: -0.0199 hartree
HOMO: -0.3634 hartree
gap between HOMO and LUMO: 9.349 eV
calculated total energy: -692963.8332 eV


Here is 3 unconnected molecules or ions with the total composition C21H47ClO11P3S in a non-equilibrium geometry from the Open Molecules 2025 dataset. Energies are from ωB97M-V/def2-TZVPD.

ORCA input file:
```
! RIJCOSX wB97M-V def2-TZVPD def2/J DEFGRID3
* xyz 1 1
Cl 6.10 2.03 -4.47
S 6.75 3.82 -3.67
P -3.53 -0.54 -0.44
P 3.11 5.38 -1.92
P -1.92 -5.20 4.21
O -0.66 -6.03 5.01
O -0.73 -4.17 3.70
O -3.93 1.01 -0.01
O -3.37 -0.27 -2.07
O -2.27 -4.46 5.64
O 1.54 4.99 -2.43
O 3.48 6.86 -2.62
O -2.05 -0.43 -0.11
O -5.20 -0.73 -0.73
O -3.05 -4.61 3.39
O 3.06 5.60 -0.43
C -1.51 -2.08 2.76
C 5.80 4.24 -2.12
C -0.71 -7.90 3.42
C 8.48 3.44 -3.06
C 9.55 5.97 -2.59
C -5.50 -2.14 1.25
C 3.65 6.75 -4.08
C -3.10 1.75 0.88
C 4.25 3.98 -2.44
C -3.33 -6.24 6.92
C -0.60 -7.45 4.87
C -2.07 2.56 0.12
C 1.45 3.65 -2.99
C -2.76 -1.27 -2.87
C -3.63 -2.50 -3.01
C -0.10 3.37 -3.32
C -0.88 -3.43 2.49
C 9.18 4.81 -2.79
C 5.19 7.15 -4.35
C -5.83 -1.90 -0.21
C -3.45 -4.85 6.34
H -4.66 -2.22 -3.27
H -4.43 -2.36 1.39
H -0.29 2.27 -3.54
H 8.48 2.75 -2.16
H -5.54 -2.76 -0.81
H -6.90 -1.76 -0.32
H -1.44 -4.00 1.75
H -1.76 -1.58 1.82
H -1.39 -7.91 5.47
H -4.16 -6.45 7.60
H 5.27 8.29 -4.32
H 5.58 6.75 -5.34
H 2.98 7.54 -4.57
H -0.82 -1.44 3.32
H 5.76 6.74 -3.45
H -3.67 -3.05 -2.06
H 0.12 -3.28 2.08
H 0.05 -7.41 2.81
H -2.64 1.10 1.62
H 0.35 -7.78 5.28
H 8.97 2.87 -3.91
H 9.55 7.09 -2.51
H -3.75 2.43 1.44
H -3.36 -6.99 6.12
H -2.59 -0.83 -3.86
H 1.72 2.91 -2.18
H 2.01 3.51 -3.96
H 3.39 5.73 -4.48
H -1.53 1.96 -0.61
H -3.24 -3.17 -3.77
H -2.39 -6.37 7.45
H -1.35 3.01 0.81
H -2.56 3.37 -0.44
H -5.73 -1.26 1.85
H -1.78 -1.53 -2.46
H 6.10 3.44 -1.36
H -2.42 -2.15 3.36
H 6.04 5.27 -1.73
H 3.93 3.02 -1.92
H -1.69 -7.65 3.00
H -0.32 3.91 -4.30
H -6.07 -2.99 1.63
H -0.78 3.74 -2.48
H -3.58 -4.13 7.15
H -0.57 -8.98 3.35
H 4.14 3.83 -3.56
H -4.32 -4.77 5.68
*
```

Summary:
lowest unoccupied orbital energy: -0.2098 hartree
HOMO: -0.4027 hartree
gap between HOMO and LUMO: 5.250 eV
calculated total energy: -96274.4415 eV


Here is C20H24N2O3S in the gas phase in a non-equilibrium geometry from the Open Molecules 2025 dataset. Energies are from ωB97M-V/def2-TZVPD.

ORCA input file:
```
! RIJCOSX wB97M-V def2-TZVPD def2/J DEFGRID3
* xyz 0 1
S -2.02 -2.62 -0.38
O -2.24 -3.15 -1.69
O -2.27 -3.49 0.73
O 4.51 -2.19 -0.92
N -2.98 -1.25 -0.13
N 3.49 -0.33 -0.11
C -2.89 1.19 -0.15
C -3.46 -1.16 2.32
C 0.57 -2.29 -1.26
C -2.61 -0.05 -0.72
C -0.03 -1.08 0.72
C 1.84 -1.76 -1.21
C -2.46 2.37 -0.73
C -0.36 -1.96 -0.29
C 2.20 -0.88 -0.18
C -3.99 -1.33 0.90
C -2.81 3.69 -0.10
C 3.68 0.97 0.53
C 5.92 -0.35 -0.41
C 4.59 -1.05 -0.51
C 1.59 0.52 1.79
C 2.37 1.59 1.02
C -1.90 -0.08 -1.93
C 1.24 -0.53 0.78
C -1.47 1.09 -2.50
C -1.73 2.31 -1.91
H -3.77 4.04 -0.48
H 4.35 0.85 1.38
H 6.68 -1.02 -0.81
H 1.77 1.93 0.18
H -4.77 -0.59 0.68
H 5.92 0.58 -0.98
H 6.17 -0.12 0.62
H 4.15 1.65 -0.19
H -2.88 3.60 0.98
H -4.28 -1.22 3.03
H 2.56 -2.02 -1.96
H -2.96 -0.20 2.45
H 0.69 0.94 2.24
H -0.77 -0.81 1.46
H -2.06 4.44 -0.34
H -0.92 1.05 -3.43
H -2.76 -1.96 2.54
H -4.43 -2.33 0.82
H 2.21 0.11 2.59
H -1.39 3.23 -2.37
H -1.73 -1.03 -2.41
H -3.46 1.24 0.77
H 2.61 2.44 1.65
H 0.28 -2.96 -2.05
*
```

Summary:
relative energy (zero: lowest compared OMol25 entry of this formula, charge and spin): 166.8 kJ/mol
structure (SMILES): CCN(c1cccc(C)c1)S(=O)(=O)c1ccc2c(c1)CCCN2C(C)=O
lowest unoccupied orbital energy: 0.0174 hartree
HOMO: -0.3054 hartree
gap between HOMO and LUMO: 8.782 eV
calculated total energy: -41087.8919 eV


Here is 2 unconnected molecules or ions with the total composition C3H12N2O2 in a non-equilibrium geometry from the Open Molecules 2025 dataset. Energies are from ωB97M-V/def2-TZVPD.

ORCA input file:
```
! RIJCOSX wB97M-V def2-TZVPD def2/J DEFGRID3
* xyz 0 1
O 1.25 -2.95 0.63
O -0.81 -0.80 2.05
N -0.39 -0.48 -0.28
N 0.25 2.77 -0.87
C 0.07 1.58 -1.68
C -1.01 0.02 0.91
C 0.63 0.34 -0.95
H 1.10 -0.36 -1.65
H -1.05 -1.73 1.98
H 0.74 1.68 -2.52
H 1.36 0.62 -0.20
H 1.40 -2.67 1.56
H -0.92 1.30 -2.07
H -0.58 0.99 1.12
H -2.10 -0.01 0.77
H 0.44 3.60 -1.41
H -0.48 2.97 -0.21
H 0.52 -2.33 0.46
H -0.93 -1.06 -0.92
*
```

Summary:
relative energy (zero: lowest compared OMol25 entry of this formula, charge and spin): 154.6 kJ/mol
structure (SMILES): NCCNCO.O
lowest unoccupied orbital energy: 0.0298 hartree
HOMO: -0.3299 hartree
gap between HOMO and LUMO: 9.788 eV
calculated total energy: -10379.9472 eV


Here is 11 unconnected molecules or ions with the total composition H22O11 in a non-equilibrium geometry from the Open Molecules 2025 dataset. Energies are from ωB97M-V/def2-TZVPD.

ORCA input file:
```
! RIJCOSX wB97M-V def2-TZVPD def2/J DEFGRID3
* xyz 0 1
O -2.62 -0.24 1.57
O 2.25 -2.46 -1.47
O -0.76 1.80 -2.98
O 0.36 0.15 -0.17
O 0.46 3.64 -0.15
O 1.70 0.84 -2.84
O -1.43 -1.86 -0.45
O -0.79 1.40 2.85
O 1.62 -2.50 1.11
O -2.21 2.19 -1.12
O 0.73 -0.43 2.95
H 1.94 -2.56 -0.42
H -0.34 3.62 0.42
H 2.13 -3.09 1.50
H 1.55 -0.12 3.27
H 2.71 -3.36 -1.51
H 1.79 0.19 -2.17
H -1.02 1.31 -3.76
H -2.46 0.08 0.68
H 0.12 1.09 2.59
H -1.30 0.44 2.65
H -2.86 -1.21 1.64
H -1.39 2.11 -1.61
H -1.88 2.57 -0.24
H 1.09 -0.31 0.15
H 0.16 1.40 -2.78
H 0.78 2.72 -0.45
H 1.21 -1.92 1.65
H -1.47 -2.53 0.16
H 0.39 -0.50 3.77
H -2.26 -2.21 -0.83
H -0.23 -0.55 -0.41
H 2.02 0.31 -3.57
*
```

Summary:
relative energy (zero: lowest compared OMol25 entry of this formula, charge and spin): 445.3 kJ/mol
structure (SMILES): O.O.O.O.O.O.O.O.O.O.O
lowest unoccupied orbital energy: -0.0144 hartree
HOMO: -0.3576 hartree
gap between HOMO and LUMO: 9.339 eV
calculated total energy: -22876.8985 eV


Here is 16 unconnected molecules or ions with the total composition C48H112N16O16 in a non-equilibrium geometry from the Open Molecules 2025 dataset. Energies are from ωB97M-V/def2-TZVPD.

ORCA input file:
```
! RIJCOSX wB97M-V def2-TZVPD def2/J DEFGRID3
* xyz 0 1
O -0.64 1.71 0.36
O 5.13 -3.66 -2.24
O -5.62 3.77 2.66
O 0.45 -0.36 -4.91
O 7.29 1.16 0.94
O 2.96 4.45 4.90
O -0.73 4.55 -2.66
O -6.01 2.50 -2.06
O 0.26 -4.28 1.13
O -2.78 2.59 5.37
O -4.08 -1.73 -6.80
O -4.29 -3.17 -1.24
O -3.02 -2.07 3.15
O 2.55 -0.29 3.77
O -1.00 -1.95 -2.37
O 4.98 -0.19 -3.28
N -6.04 -1.76 -1.49
N 0.69 -5.74 2.76
N 2.53 2.52 3.82
N -5.07 3.22 0.54
N -6.17 3.23 -4.19
N 5.75 -3.59 -0.09
N -2.11 4.13 3.84
N 2.33 0.59 -4.08
N -1.92 -0.37 2.13
N 6.68 -0.73 1.99
N -0.30 -3.98 -1.77
N 1.22 4.86 -1.57
N 5.65 0.78 -1.35
N 0.30 -0.24 -0.30
N 0.93 -0.87 5.24
N -2.53 -1.40 -5.18
C 0.18 -5.33 -1.93
C 2.16 -0.99 4.71
C -6.23 -4.08 -2.25
C -2.95 3.65 4.78
C -2.10 -2.51 1.00
C -0.55 -3.67 3.29
C -5.42 -0.51 -1.08
C -4.11 4.55 5.10
C -7.42 3.55 1.13
C 0.59 -6.25 4.12
C -2.21 0.58 3.19
C -0.79 -3.12 -2.70
C 3.51 -2.86 -0.68
C 7.54 0.00 1.31
C -3.41 -1.41 -4.04
C 5.85 0.06 -2.46
C 2.24 -1.83 -4.34
C 2.66 3.26 4.94
C 4.41 1.51 -1.13
C 0.21 -4.56 2.32
C -0.92 5.16 -0.38
C -2.93 -1.50 -6.48
C -3.96 2.66 -3.31
C -5.95 3.55 1.49
C -5.43 -2.94 -1.67
C 2.01 4.89 -0.35
C -5.47 2.79 -3.14
C -2.36 -1.63 2.21
C 1.92 1.97 -4.16
C -3.66 2.99 0.78
C 7.06 -4.16 -0.30
C 2.55 2.56 6.30
C -0.13 4.75 -1.62
C 2.42 2.99 2.46
C 7.26 -0.43 -2.71
C -0.13 0.04 4.85
C 3.10 -1.95 5.38
C -1.10 0.98 -1.86
C -0.49 0.84 -0.50
C 1.60 -0.46 -4.49
C 5.29 -0.41 2.34
C -7.59 3.35 -4.31
C -1.79 -1.39 -7.48
C -1.05 -3.56 -4.09
C 8.86 -0.65 0.98
C 1.11 -0.39 0.91
C 4.86 -3.36 -1.09
C -0.92 3.36 3.52
H -1.08 -0.32 5.23
H -2.12 -3.51 -4.30
H -1.11 2.67 2.68
H 8.95 -0.91 -0.07
H 7.71 -3.83 0.50
H 9.00 -1.64 1.43
H -1.94 5.39 -0.67
H -7.60 3.48 0.06
H -5.43 2.82 -0.32
H -1.96 0.31 -1.90
H -7.95 4.38 1.60
H -7.98 3.43 -3.30
H 2.18 2.44 -3.21
H -3.69 1.69 -2.88
H -0.44 6.06 0.02
H 0.40 -5.80 -0.98
H 2.03 4.00 2.43
H 2.80 1.50 6.26
H 1.09 -5.67 4.89
H 4.89 0.43 1.78
H 6.96 -1.68 2.21
H -1.41 2.02 -1.94
H 1.98 -2.45 -5.19
H 3.43 2.96 2.03
H -6.15 -4.26 -3.32
H 1.75 2.35 1.89
H -1.98 -2.10 -8.28
H 0.00 1.00 5.35
H -1.67 0.07 1.25
H 5.42 -3.53 0.86
H -5.76 -0.15 -0.11
H 0.95 -5.46 -2.69
H -2.25 5.05 3.46
H -3.41 1.96 0.56
H 2.00 5.88 0.12
H 0.71 -1.52 5.98
H -0.26 -3.60 -0.83
H -2.47 0.19 4.17
H -0.15 0.15 3.76
H -2.87 -1.67 -3.14
H 1.75 4.72 -2.41
H -0.47 -6.39 4.34
H 0.28 -1.00 -0.96
H -0.56 -2.98 -4.87
H 2.42 2.51 -4.97
H 4.10 -1.56 5.51
H 1.17 -6.29 2.06
H 8.01 0.18 -2.21
H -3.66 2.54 -4.35
H -0.68 -5.89 -2.32
H -7.00 -1.73 -1.76
H 3.27 3.02 6.97
H -5.05 4.01 5.09
H 3.58 -2.38 0.30
H -0.88 4.38 0.39
H -0.76 -4.61 -4.25
H 3.01 4.55 -0.60
H 4.50 2.52 -1.53
H -2.23 -1.99 0.05
H -5.59 0.28 -1.80
H 7.48 -3.80 -1.24
H 6.30 0.71 -0.56
H 2.65 1.51 3.90
H 2.71 -2.12 6.39
H -1.87 -0.40 -7.94
H -3.45 3.44 -2.76
H -8.04 2.56 -4.91
H 2.86 -3.74 -0.69
H -0.40 0.78 -2.67
H -1.35 1.25 3.32
H -4.30 -2.02 -4.25
H -4.14 5.38 4.39
H 2.15 -0.12 0.69
H -0.57 2.70 4.30
H -0.12 4.00 3.16
H 7.41 -1.47 -2.41
H -1.02 -2.74 1.03
H -7.79 4.30 -4.81
H 0.77 0.18 1.77
H -2.63 -3.45 1.00
H 1.91 -2.31 -3.42
H -1.62 -3.68 3.11
H 4.25 1.66 -0.06
H 1.56 2.69 6.75
H 3.09 -2.08 -1.31
H 3.56 1.00 -1.58
H -3.38 3.27 1.79
H 3.33 -1.76 -4.25
H -0.79 -1.57 -7.07
H -4.03 4.94 6.11
H -5.62 3.44 -5.01
H -7.80 2.61 1.54
H 1.13 -1.47 1.08
H 6.95 -5.25 -0.32
H -3.87 -0.42 -3.94
H -0.24 -2.63 3.11
H 5.25 -0.13 3.39
H -4.35 -0.69 -0.94
H -6.06 -4.97 -1.64
H 3.14 -2.92 4.89
H 9.70 0.01 1.20
H -0.36 -3.90 4.34
H 7.60 -0.29 -3.74
H 1.63 4.22 0.42
H -3.00 1.28 2.93
H 1.01 -7.26 4.15
H 0.84 2.06 -4.26
H 3.27 0.40 -3.77
H -7.32 -3.97 -2.10
H 4.71 -1.29 2.09
H -1.54 -1.33 -5.00
H -3.07 3.63 0.13
*
```

Summary:
relative energy (zero: lowest compared OMol25 entry of this formula, charge and spin): 104.7 kJ/mol
lowest unoccupied orbital energy: -0.0121 hartree
HOMO: -0.3161 hartree
gap between HOMO and LUMO: 8.272 eV
calculated total energy: -108201.6968 eV


Q: What is the calculated total energy in the eighth record?
A: -108201.6968 eV


Q: The lowest calculated total energy belongs to which entry?
A: C33H28Br9N5O10


Please write out number 2 again, unchanged.
Here is 2 unconnected molecules or ions with the total composition CI2S in a non-equilibrium geometry from the Open Molecules 2025 dataset. Energies are from ωB97M-V/def2-TZVPD.

ORCA input file:
```
! RIJCOSX wB97M-V def2-TZVPD def2/J DEFGRID3
* xyz 0 3
I -0.27 3.09 -0.78
I -2.02 4.85 -1.51
S -0.71 -2.05 0.57
C -0.97 -0.57 0.57
*
```

Summary:
expectation value of S²: 2.009
lowest unoccupied orbital energy (alpha / beta): -0.0041 / -0.1202 hartree
HOMO (alpha / beta): -0.2532 / -0.3293 hartree
gap between HOMO and LUMO (alpha / beta): 6.777 / 5.692 eV
calculated total energy: -28069.3172 eV


Q: calculated total energy of number 2 (CI2S)?
A: -28069.3172 eV